ORCA calculation (ωB97M-V with the def2-TZVPD basis set) on a structure of composition CH3Br2PS at a distorted geometry.

Values from the calculation:
Gap between HOMO and LUMO (eV): 7.75
Net charge: 0
Largest force on an atom (eV/A): 4.47
ΔE to the lowest compared entry with this formula, charge and spin (kJ/mol): 434.5

Atoms and positions in Å:
C (-0.11, -2.36, 1.12)
P (0.91, 0.49, 0.06)
S (-0.92, -0.07, 0.76)
Br (0.40, -2.59, 3.06)
Br (1.27, -2.48, -0.02)
H (-0.97, -2.88, 0.90)
H (0.77, 0.54, -1.22)
H (0.85, 1.79, 0.22)